1.
ORCA calculation (wB97M-V/def2-TZVPD) on a molecular structure, C21H72F6N31O23S2Zn in a non-equilibrium geometry.

Output
HOMO level: -10.81 eV
Charge: +1

```
156
Properties=species:S:1:pos:R:3:forces:R:3
Zn -0.9166 -4.6165 9.6208 -0.4 -0.3 2.2
C -2.4267 -3.9483 6.0933 -1.8 0.7 1.1
F -2.6938 -3.3269 4.9611 -0.1 0.1 0.1
F -3.4876 -4.7029 6.4428 0.9 0.4 -0.2
F -1.3875 -4.7256 5.9301 0.8 -0.3 0.1
S -2.1326 -2.6358 7.5088 0.8 -0.6 -0.3
O -0.7218 -2.3087 7.3924 -0.7 -0.8 0.4
O -3.1009 -1.5986 7.3398 0.4 -0.7 0.1
N -2.3512 -3.5875 8.9283 -0.4 2.4 -3.7
S -3.8852 -3.5320 9.3933 -2.5 -0.1 1.9
O -4.8870 -3.4245 8.3747 1.1 0.6 0.1
O -4.1048 -4.5977 10.3229 0.4 0.2 0.2
C -3.8770 -1.8637 10.4513 0.4 -0.8 0.1
F -3.0180 -0.9715 10.0017 0.1 0.0 -0.7
F -5.0924 -1.3596 10.4453 0.2 0.0 -0.4
F -3.4979 -2.0985 11.7130 -0.3 -0.7 -0.1
C 0.7605 -8.1360 6.2563 1.8 -0.6 2.0
O 1.7107 -8.2595 7.0212 -0.2 0.1 -0.1
N 0.0331 -9.2203 5.9191 -1.2 -0.4 -0.9
N 0.3154 -6.9420 5.8429 -1.1 0.8 -0.8
H 0.3050 -10.1220 6.2639 0.3 0.1 -0.1
H -0.6929 -9.1569 5.2250 0.1 -0.2 0.0
H 0.7217 -6.1005 6.2088 0.5 -0.2 -0.1
H -0.5492 -6.8816 5.3346 0.1 0.2 0.0
C -4.2378 -3.4876 1.5038 -1.4 0.3 -1.9
O -4.6949 -4.4169 2.1651 0.6 0.4 0.3
N -4.1949 -3.5470 0.1403 0.6 -0.4 0.0
N -3.9851 -2.2231 1.9369 -0.1 -0.9 1.5
H -3.9552 -2.7079 -0.3515 -0.2 -0.1 -0.4
H -4.6849 -4.2887 -0.3274 0.2 0.0 0.0
H -4.0939 -2.1567 2.9391 0.6 0.7 0.0
H -3.3613 -1.6201 1.4342 0.0 0.2 0.3
C -4.6590 -1.4741 15.5403 0.9 1.4 0.7
O -5.8423 -1.8198 15.4680 0.5 -0.4 -0.2
N -3.9865 -1.4253 16.7251 -1.4 -1.2 1.3
N -3.9020 -0.9828 14.5396 -1.1 -0.6 -0.3
H -3.0704 -1.0844 16.9501 0.2 -0.2 -0.7
H -4.3979 -2.0638 17.3893 0.1 0.4 0.3
H -4.3589 -0.9420 13.6421 0.7 0.5 -0.2
H -2.9994 -0.6525 14.8267 0.2 0.1 -0.8
C 0.4372 -0.9458 4.4143 -0.6 -0.4 -1.1
O 0.5787 0.1018 5.0312 0.2 -0.3 0.2
N -0.7426 -1.4749 4.0185 -0.4 0.2 0.5
N 1.4999 -1.6761 3.9401 -0.2 1.2 0.8
H -0.7673 -2.3169 3.4759 0.0 0.0 0.0
H -1.6307 -1.0729 4.3077 0.1 0.2 -0.1
H 2.3574 -1.2611 4.2642 0.4 -0.8 -0.5
H 1.3136 -2.5901 3.5803 0.8 -0.2 0.0
C -2.4514 -7.4410 9.1001 -0.7 -1.9 0.6
O -1.8165 -6.4169 9.3980 0.9 1.2 -0.2
N -1.9583 -8.3831 8.2519 0.6 1.3 -0.3
N -3.6040 -7.7957 9.6811 1.3 1.1 -0.6
H -1.0479 -8.1182 7.9049 0.1 -0.7 -0.1
H -2.1857 -9.3446 8.4273 0.2 -0.1 -0.2
H -4.1112 -8.5415 9.2376 -0.5 0.1 0.4
H -4.0819 -7.0983 10.2445 -0.5 -0.2 0.0
C -6.6162 -4.3594 4.8814 -0.2 -0.6 0.0
O -7.2375 -4.2254 5.9386 0.0 0.4 0.1
N -5.6805 -5.3250 4.7427 0.3 -0.4 0.0
N -6.8347 -3.5888 3.7916 -0.8 0.8 0.0
H -5.4999 -5.7317 3.8391 0.2 0.2 0.0
H -5.4966 -5.8579 5.5744 -0.2 -0.1 -0.1
H -7.6963 -3.0695 3.8010 0.1 0.1 0.1
H -6.2927 -3.5933 2.9430 0.2 -0.5 0.2
C -2.0217 -5.4324 12.5585 -0.5 0.8 0.2
O -1.7390 -4.6243 11.6418 1.1 -0.9 -0.3
N -3.2804 -5.7712 12.8500 -0.4 0.2 -0.3
N -1.1068 -5.9077 13.4148 1.9 0.2 -0.3
H -3.4610 -5.8725 13.8346 -0.5 -0.2 -0.1
H -3.9712 -5.3716 12.2200 -0.2 -0.1 0.3
H -0.1565 -5.7233 13.1342 0.0 0.0 0.3
H -1.2230 -6.5798 14.1513 -0.5 -0.1 -0.2
C -5.7763 2.1243 7.9870 -1.0 2.2 0.6
O -5.8525 3.2548 7.5002 0.3 -0.8 -0.4
N -4.7221 1.3023 7.8633 0.4 -0.3 -0.5
N -6.7570 1.6452 8.7978 0.1 -1.1 0.1
H -4.7278 0.4309 8.3622 0.5 0.0 -0.1
H -3.8802 1.7129 7.4893 0.1 -0.3 0.2
H -7.6294 2.1194 8.9334 0.1 0.1 -0.3
H -6.6474 0.6876 9.0971 -0.7 -0.1 0.3
C -7.6499 -2.1192 8.7685 1.1 -0.5 0.3
O -7.4891 -1.3358 9.7123 -0.6 0.6 0.2
N -7.3188 -1.7930 7.4964 -0.6 -0.5 0.3
N -7.9915 -3.4239 8.9963 -0.1 1.2 0.3
H -7.2815 -0.8170 7.2691 0.0 -0.1 -0.2
H -7.3254 -2.5890 6.8604 0.0 0.6 -0.6
H -7.7646 -3.6352 9.9649 -0.1 -0.8 -0.3
H -7.8874 -4.0823 8.2412 0.1 -0.2 0.2
C -4.2807 0.1394 4.7071 1.4 0.4 0.1
O -3.2016 -0.3043 4.2873 -0.3 0.3 -0.4
N -4.6120 1.4644 4.6975 0.2 -1.1 -0.5
N -5.1670 -0.6750 5.2726 -0.8 0.4 -0.2
H -5.3970 1.7211 5.2684 0.2 0.8 0.1
H -3.8460 2.0851 4.4998 -0.2 0.3 0.2
H -4.9621 -1.6565 5.2899 -0.5 0.0 0.3
H -6.0086 -0.2072 5.5559 -0.3 -1.0 0.3
C -0.3039 -2.2155 15.0270 -0.6 0.2 0.7
O -1.0950 -1.9578 15.9331 0.6 -0.1 -1.1
N 0.9894 -2.6062 15.2489 0.2 0.0 0.8
N -0.5432 -2.1460 13.6847 -0.5 0.1 -0.7
H 1.3319 -2.3332 16.1593 0.2 -0.2 -0.1
H 1.6160 -2.4983 14.4739 0.4 0.0 0.2
H 0.1179 -2.6452 13.1183 -0.4 -0.4 -0.2
H -1.4774 -2.1699 13.2983 -0.1 0.1 0.3
C -6.6145 -3.5778 12.7243 0.4 -1.2 -1.5
O -6.8020 -4.2617 11.6934 -0.1 -0.1 0.8
N -6.4597 -4.0996 13.9561 0.2 -0.2 0.5
N -6.4176 -2.2540 12.6491 -0.6 1.8 0.5
H -6.1078 -3.4828 14.6914 -0.3 -0.2 -0.1
H -6.3808 -5.0951 14.0543 -0.2 0.0 -0.1
H -6.6805 -1.7396 13.4819 0.4 0.0 0.2
H -6.6958 -1.7702 11.8065 -0.3 -0.6 -0.3
C -4.7384 1.7415 12.0651 -0.3 1.4 -2.1
O -3.6298 1.2604 11.8014 -0.8 -0.8 0.8
N -4.8670 3.0771 12.2782 1.1 -0.3 0.7
N -5.9636 1.1737 11.8861 0.7 -1.4 0.5
H -5.7645 3.5017 12.3965 0.2 0.4 0.2
H -3.9822 3.5056 12.5004 -0.4 0.6 0.0
H -6.7967 1.7144 12.0000 -0.1 -0.1 -0.1
H -6.0033 0.2858 11.4172 -0.2 0.1 0.0
C 3.4475 -4.4984 6.0929 1.0 -2.1 -1.2
O 3.2411 -5.7119 6.1750 -0.9 1.5 0.7
N 4.5059 -4.0603 5.3705 0.6 0.9 -0.3
N 2.7134 -3.4713 6.5771 -0.9 -0.3 0.9
H 5.2357 -4.6967 5.1040 -0.1 -0.1 0.1
H 4.6944 -3.0741 5.3807 0.5 -0.1 -0.2
H 2.9516 -2.5307 6.3305 -0.3 0.1 0.0
H 1.7919 -3.6944 6.9088 0.0 0.2 -0.1
C 1.0405 -2.0522 10.3261 0.2 -2.1 -1.5
O 0.1405 -2.9277 10.3945 -0.4 -0.4 1.0
N 1.5977 -1.8764 9.1262 0.6 1.0 -0.1
N 1.6239 -1.4763 11.3722 0.1 0.7 1.1
H 2.1807 -1.0672 8.9787 0.0 -0.1 -0.3
H 1.0892 -2.2565 8.3468 -0.2 0.4 -0.1
H 2.2675 -0.7109 11.2593 0.0 0.0 -0.2
H 1.2726 -1.5808 12.3108 -0.3 0.2 -0.4
C -6.1165 -7.9163 11.9061 -0.3 1.9 -0.7
C -5.2986 -9.1681 11.8474 0.8 -0.8 0.8
O -5.1920 -9.8414 10.5767 -0.5 0.3 0.4
O -5.5428 -6.8114 11.1788 -0.2 -0.4 -0.3
H -6.2045 -7.4452 12.8896 0.0 -1.3 0.6
H -7.1343 -8.0429 11.5281 0.0 -0.5 0.0
H -5.6953 -9.8670 12.5916 -0.4 0.0 -0.1
H -4.2576 -9.0464 12.1680 -0.1 0.8 0.2
H -4.4379 -10.4101 10.7555 -0.1 -0.3 -0.5
H -6.1683 -6.0644 11.2350 0.2 0.3 0.0
C -1.0133 0.9987 9.0460 -1.9 -0.2 -0.7
C 0.0233 1.3006 8.0332 1.9 0.6 -0.1
O -0.3342 1.9082 6.8427 -1.1 0.4 -0.4
O -1.8792 2.0823 9.3810 0.7 -0.1 0.3
H -0.4764 0.5613 9.8947 -0.2 0.0 0.3
H -1.6639 0.2534 8.5743 0.2 -0.4 0.3
H 0.4977 0.3279 7.8488 0.1 0.0 -0.1
H 0.7926 1.9521 8.4768 0.0 -0.1 0.3
H -0.0985 1.3699 6.0703 0.0 -0.2 0.3
H -2.4602 1.7717 10.0956 0.1 0.2 -0.1
```
Positions in Å, forces in eV/Å.

Atomic partial charges in e from the Löwdin method, atoms 1 to 99:
1 Zn 0.871
2 C -0.632
3 F 0.154
4 F 0.115
5 F 0.150
6 S 0.705
7 O -0.304
8 O -0.253
9 N -0.355
10 S 0.630
11 O -0.245
12 O -0.277
13 C -0.607
14 F 0.132
15 F 0.117
16 F 0.125
17 C -0.730
18 O 0.025
19 N 0.149
20 N 0.166
21 H 0.113
22 H 0.102
23 H 0.076
24 H 0.091
25 C -0.654
26 O -0.005
27 N 0.154
28 N 0.180
29 H 0.096
30 H 0.110
31 H 0.070
32 H 0.109
33 C -0.649
34 O -0.013
35 N 0.159
36 N 0.192
37 H 0.082
38 H 0.108
39 H 0.072
40 H 0.091
41 C -0.648
42 O 0.032
43 N 0.172
44 N 0.151
45 H 0.093
46 H 0.043
47 H 0.098
48 H 0.094
49 C -0.584
50 O -0.031
51 N 0.187
52 N 0.215
53 H 0.075
54 H 0.114
55 H 0.106
56 H 0.068
57 C -0.659
58 O -0.008
59 N 0.164
60 N 0.180
61 H 0.090
62 H 0.102
63 H 0.114
64 H 0.062
65 C -0.620
66 O -0.059
67 N 0.212
68 N 0.192
69 H 0.121
70 H 0.075
71 H 0.115
72 H 0.119
73 C -0.701
74 O 0.007
75 N 0.188
76 N 0.163
77 H 0.081
78 H 0.116
79 H 0.110
80 H 0.043
81 C -0.658
82 O -0.038
83 N 0.174
84 N 0.186
85 H 0.080
86 H 0.052
87 H 0.071
88 H 0.082
89 C -0.658
90 O -0.033
91 N 0.190
92 N 0.190
93 H 0.080
94 H 0.121
95 H 0.094
96 H 0.093
97 C -0.645
98 O 0.030
99 N 0.151

***

2.
ORCA calculation (wB97M-V/def2-TZVPD) on a molecular structure, C21H9Cl6IN3O3SbSe4V in a non-equilibrium geometry.

Output
HOMO level (alpha / beta): -1.02 / -1.03 eV
Charge: -2
Spin multiplicity: 2

```
49
Properties=species:S:1:pos:R:3:forces:R:3
V 0.4452 0.4919 0.1807 -0.7 -0.6 0.3
O 1.9287 0.5355 1.2286 3.1 1.9 3.8
N 1.8094 1.0765 2.4366 -1.3 0.2 -1.2
N 0.6485 1.6651 2.5367 1.9 -1.6 -2.2
O -0.1342 1.7089 1.4698 0.3 2.6 1.7
C 0.2714 2.3624 3.6628 -0.8 1.1 1.8
C -0.9757 2.9929 3.6501 0.2 -0.3 -0.5
C -1.3631 3.7662 4.7204 0.1 0.1 0.3
C -0.5266 3.9021 5.8185 -0.1 0.0 -0.1
C 0.6932 3.2393 5.8472 -0.1 0.2 0.1
C 1.1049 2.4659 4.7808 -0.1 -0.1 -0.5
H -1.6220 2.8724 2.7907 0.1 0.0 0.1
H -2.3174 4.2719 4.6887 -0.1 0.0 0.0
H -0.8344 4.5122 6.6539 0.0 0.1 0.1
H 1.3357 3.3437 6.7106 0.0 -0.1 0.0
H 2.0537 1.9534 4.7967 0.0 -0.1 0.0
Cl -2.8393 -1.4835 -6.0702 -0.1 0.0 -0.1
C -2.2886 -0.8868 -4.5232 -0.2 0.8 -0.2
C -2.3181 0.4731 -4.2980 -0.2 -0.9 -0.7
C -1.8746 0.9825 -3.0900 0.6 0.4 1.3
I -1.9536 3.0744 -2.7652 -0.1 -0.5 -0.1
C -1.3446 0.1653 -2.0825 -0.4 0.0 -1.3
O -0.8459 0.5951 -0.9811 -3.0 1.3 -2.4
C -1.3458 -1.2537 -2.3306 -0.2 -0.1 -0.5
N -0.8452 -2.0200 -1.3557 -0.1 -0.8 -0.3
C -0.8688 -3.3321 -1.4832 0.3 0.8 0.4
C -1.3709 -3.9618 -2.6175 -0.5 0.1 -0.9
C -1.8436 -3.1970 -3.6612 0.1 -0.4 0.3
C -1.8413 -1.7942 -3.5463 0.2 0.2 0.4
H -2.6879 1.1350 -5.0692 0.0 0.0 0.0
H -0.4722 -3.9036 -0.6524 -0.1 -0.1 0.1
H -1.3811 -5.0388 -2.6615 0.0 -0.1 0.0
H -2.2338 -3.6516 -4.5618 0.0 0.0 0.0
Cl 1.3467 2.3422 -1.2653 0.0 1.7 -0.2
C 2.0557 0.8794 -1.7807 1.0 -1.5 -0.8
C 1.6951 -0.2820 -1.1077 1.9 0.4 -1.6
C 2.4619 -1.4160 -1.3653 -0.5 0.1 0.4
Cl 2.2081 -2.7823 -0.3536 0.2 -0.3 -0.1
C 3.4495 -1.4364 -2.3423 0.0 0.0 -0.1
Cl 4.3696 -2.8690 -2.6512 -0.1 0.1 0.0
C 3.7058 -0.2751 -3.0693 0.1 0.2 -0.1
Cl 4.9100 -0.2734 -4.3073 0.0 0.0 0.0
C 3.0252 0.9022 -2.7679 0.4 0.2 -0.4
Cl 3.4143 2.3866 -3.5910 0.0 -0.2 0.1
Se -1.2655 -5.0465 1.9233 0.4 0.2 -0.9
Sb -1.3007 -2.7453 2.7631 -1.9 -3.1 2.9
Se -0.2559 -3.0002 4.9786 0.6 0.7 -0.3
Se -3.6608 -2.4250 3.3978 0.1 0.8 -0.6
Se -0.3224 -1.0238 1.3137 -1.2 -2.9 1.8
```
Positions in Å, forces in eV/Å.

Partial charges, Löwdin, in e:
1 V 0.316
2 O -0.314
3 N 0.111
4 N -0.185
5 O -0.248
6 C -0.166
7 C 0.013
8 C -0.078
9 C -0.095
10 C -0.086
11 C 0.001
12 H 0.124
13 H 0.103
14 H 0.094
15 H 0.100
16 H 0.112
17 Cl 0.639
18 C -0.610
19 C -0.199
20 C -0.599
21 I 0.844
22 C -0.370
23 O -0.315
24 C -0.138
25 N 0.072
26 C -0.152
27 C -0.031
28 C -0.029
29 C -0.181
30 H 0.083
31 H 0.015
32 H 0.104
33 H 0.082
34 Cl 0.803
35 C -0.664
36 C -0.283
37 C -0.652
38 Cl 0.745
39 C -0.691
40 Cl 0.656
41 C -0.700
42 Cl 0.643
43 C -0.681
44 Cl 0.643
45 Se -0.282
46 Sb -0.377
47 Se -0.352
48 Se -0.343
49 Se 0.519

***

3.
ORCA calculation (wB97M-V/def2-TZVPD) on a molecular structure, C22H10Cl6N2OPt in a non-equilibrium geometry.

Output
HOMO level: -7.82 eV

```
42
Properties=species:S:1:pos:R:3:forces:R:3
Pt 0.2524 -0.3220 -0.2910 -0.5 -0.8 -0.1
Cl 5.2138 3.2285 3.4093 0.2 0.3 0.3
C 4.3054 2.2387 2.3316 -0.7 0.3 -0.3
C 4.8362 1.0073 1.9267 -0.5 -0.1 -0.4
C 4.1145 0.2284 1.0578 0.3 0.1 0.3
C 2.8133 0.5813 0.6273 -0.4 0.6 0.0
O 2.2013 -0.2656 -0.1269 0.9 -0.4 0.3
C 2.2736 1.8636 1.0469 0.6 -1.0 -0.4
C 1.0099 2.3592 0.6472 -1.2 -0.8 -0.7
N 0.1090 1.6566 -0.0299 2.3 0.9 1.3
C -1.1287 2.1217 -0.3680 -1.6 1.5 -0.4
C -1.5041 3.4701 -0.4693 1.0 -1.5 0.1
C -2.8018 3.8115 -0.8006 -1.2 -0.3 -0.3
C -3.7604 2.8440 -1.0333 0.4 0.6 0.0
C -3.4304 1.4808 -0.9607 0.4 -0.3 0.1
C -4.3554 0.4403 -1.1940 0.4 -0.5 0.1
C -3.9420 -0.8671 -1.0626 -0.8 0.7 -0.2
C -2.6236 -1.1535 -0.7396 1.2 0.7 0.2
N -1.7102 -0.1898 -0.5539 -1.0 -0.9 -0.2
C -2.0991 1.1107 -0.6411 -0.5 0.8 0.0
C 3.0787 2.6689 1.8732 0.6 -0.1 0.4
H 5.7939 0.6828 2.3012 0.1 0.0 0.0
H 4.5018 -0.7193 0.7118 0.0 0.0 0.0
H 0.7477 3.3617 0.9762 0.0 0.1 -0.1
H -0.7560 4.2353 -0.3458 0.1 0.1 0.1
H -3.0681 4.8535 -0.8851 0.0 0.1 0.0
H -4.7698 3.1168 -1.2938 -0.1 0.1 0.0
H -5.3727 0.6776 -1.4641 -0.1 0.0 0.0
H -4.6345 -1.6801 -1.2100 0.0 -0.1 0.0
H -2.2888 -2.1757 -0.6328 0.2 0.1 0.0
H 2.7055 3.6361 2.1763 0.0 0.1 0.1
Cl 0.5308 -2.2345 2.2447 0.1 -0.2 0.6
C 0.4490 -3.1075 0.7643 0.0 0.1 -0.4
C 0.2888 -2.3412 -0.3863 0.2 -0.1 -0.2
C 0.2098 -3.0276 -1.5944 0.1 0.1 0.5
Cl 0.0098 -2.0542 -3.0004 -0.1 -0.2 -0.6
C 0.2944 -4.4135 -1.6729 0.0 0.0 0.1
Cl 0.1846 -5.2206 -3.1840 0.0 0.0 -0.1
C 0.4652 -5.1481 -0.4979 0.0 0.2 0.0
Cl 0.5673 -6.8593 -0.5635 0.0 -0.2 0.0
C 0.5432 -4.4939 0.7328 0.0 0.0 -0.2
Cl 0.7453 -5.4000 2.1748 0.0 0.0 0.2
```
Positions in Å, forces in eV/Å.

Partial charges, Löwdin, in e:
1 Pt 1.161
2 Cl 0.664
3 C -0.688
4 C -0.083
5 C 0.004
6 C -0.331
7 O -0.224
8 C -0.135
9 C -0.024
10 N -0.099
11 C -0.204
12 C 0.002
13 C -0.067
14 C -0.023
15 C -0.148
16 C 0.017
17 C -0.027
18 C -0.073
19 N -0.072
20 C -0.144
21 C -0.068
22 H 0.108
23 H 0.123
24 H 0.129
25 H 0.110
26 H 0.110
27 H 0.114
28 H 0.121
29 H 0.113
30 H 0.117
31 H 0.110
32 Cl 0.683
33 C -0.716
34 C -0.421
35 C -0.728
36 Cl 0.680
37 C -0.712
38 Cl 0.682
39 C -0.713
40 Cl 0.680
41 C -0.714
42 Cl 0.685

***

4.
ORCA calculation (wB97M-V/def2-TZVPD) on a molecular structure, C22H12ClN5O8V in a non-equilibrium geometry.

Output
HOMO level (alpha / beta): -11.88 / -11.81 eV
Charge: +1

```
49
Properties=species:S:1:pos:R:3:forces:R:3
V -0.1763 0.3077 -1.0783 1.2 1.1 2.5
Cl -0.7035 -6.7001 -1.3793 0.0 -0.1 0.0
C -0.8238 -4.9949 -1.5376 0.0 0.2 -0.2
C -0.8875 -4.4194 -2.8121 -0.1 -0.2 0.2
C -0.9694 -3.0545 -2.9636 0.1 0.7 0.0
C -0.9445 -2.2283 -1.8400 0.0 -1.8 0.7
O -0.9703 -0.9068 -1.9118 -1.3 -1.1 -2.3
C -0.9185 -2.8094 -0.5444 0.0 0.3 -0.7
C -1.0842 -1.9430 0.5936 0.0 0.3 0.2
N -0.9182 -0.6611 0.5314 -0.4 -1.0 0.7
C -1.2570 0.2024 1.5856 -0.2 0.4 0.5
C -1.4740 -0.1178 2.9036 0.2 -0.1 -0.3
C -1.8833 0.8740 3.8095 -0.1 0.2 0.1
C -2.0492 2.1731 3.4137 0.0 -0.1 0.1
C -1.7849 2.5475 2.0787 0.1 -0.1 -0.2
C -1.8764 3.8706 1.5943 0.0 -0.1 -0.2
C -1.5971 4.1300 0.2780 -0.1 0.1 0.1
C -1.2109 3.0823 -0.5649 0.0 0.0 0.1
N -1.1095 1.8349 -0.1413 -0.7 0.8 -0.3
C -1.3915 1.5488 1.1661 -0.2 -0.1 0.3
C -0.8680 -4.2007 -0.4143 0.0 0.0 0.2
H -0.8834 -5.0632 -3.6808 0.0 0.0 0.0
H -1.0220 -2.5963 -3.9422 0.0 0.0 0.0
H -1.4317 -2.3990 1.5179 0.0 0.0 0.0
H -1.3094 -1.1228 3.2686 -0.1 0.0 0.0
H -2.0731 0.5968 4.8371 0.0 0.0 0.0
H -2.3690 2.9267 4.1212 0.0 0.0 0.0
H -2.1606 4.6666 2.2707 0.0 0.0 0.0
H -1.6578 5.1327 -0.1193 0.0 0.0 0.0
H -0.9668 3.2718 -1.6018 0.0 0.0 0.0
H -0.8523 -4.6516 0.5699 0.0 0.0 0.0
O 7.1911 1.5033 -1.1689 -0.1 0.0 -0.1
N 6.2730 1.3779 -1.9505 0.2 -0.1 0.0
O 6.3620 1.3463 -3.1609 0.0 0.0 0.2
C 4.9243 1.2393 -1.3802 -0.3 0.0 0.1
C 3.8657 0.9639 -2.2301 0.0 0.0 -0.4
C 2.6197 0.8655 -1.6703 0.2 0.1 1.0
C 2.3691 0.9880 -0.2891 1.2 0.1 -0.2
O 1.1421 0.8191 0.1126 0.5 -0.8 0.7
C 3.4866 1.2677 0.5321 -0.8 0.1 -0.5
C 4.7441 1.4064 -0.0203 0.2 0.0 0.0
N 3.3171 1.4656 1.9756 0.5 -0.5 0.4
O 2.3675 0.9328 2.5200 0.0 0.2 -0.3
O 4.1948 2.0788 2.5460 -0.2 0.1 -0.1
N 1.4160 0.5573 -2.4086 -0.3 -1.0 -0.5
O 1.3896 -0.4096 -3.1878 0.5 0.4 -0.2
O 0.4788 1.4583 -2.3878 0.0 1.7 -1.6
H 4.0340 0.8548 -3.2931 0.0 -0.1 0.0
H 5.5935 1.6400 0.6069 0.0 0.0 0.0
```
Positions in Å, forces in eV/Å.

Partial charges, Löwdin, in e:
1 V 1.100
2 Cl 0.735
3 C -0.654
4 C -0.051
5 C 0.036
6 C -0.256
7 O -0.123
8 C -0.110
9 C 0.023
10 N 0.020
11 C -0.172
12 C 0.032
13 C -0.031
14 C 0.006
15 C -0.123
16 C 0.044
17 C -0.004
18 C -0.045
19 N 0.021
20 C -0.126
21 C -0.034
22 H 0.122
23 H 0.138
24 H 0.148
25 H 0.123
26 H 0.122
27 H 0.128
28 H 0.135
29 H 0.122
30 H 0.131
31 H 0.126
32 O 0.110
33 N -0.348
34 O 0.102
35 C -0.105
36 C 0.116
37 C -0.070
38 C -0.199
39 O -0.105
40 C -0.026
41 C 0.107
42 N -0.336
43 O 0.101
44 O 0.112
45 N -0.346
46 O 0.077
47 O -0.065
48 H 0.150
49 H 0.144

***

Calculated total energy values, unit a.u., following the record order: -7446.6600; -15044.4316; -3909.6393; -3125.0066.